Density functional theory data (ωB97M-V/def2-TZVPD) for a 3-piece molecular cluster, C18H36F4N4O6 overall.

Structure (ORCA input):
```
! RIJCOSX wB97M-V def2-TZVPD def2/J DEFGRID3
* xyz 0 1
C -0.2978 -1.0612 -1.0588
H -1.3682 -0.9001 0.7670
C -1.4550 3.7276 -0.9869
H 1.2775 -2.5086 2.7282
H -3.5148 -0.0150 -0.2341
H -0.4000 -3.8568 6.7607
H -1.7980 3.1793 -0.1085
H 2.5513 -3.1277 3.6251
H 0.9902 -0.2610 -5.4414
C 0.1657 5.7171 -1.3092
C -1.4821 2.8089 -2.2126
O -0.2380 1.8200 -4.8778
H -0.3236 -2.4470 1.9553
H 0.0798 4.4100 0.3615
C 0.0010 -4.9937 4.9271
H -1.6243 0.8298 -7.5611
C -2.8207 2.0614 -2.3908
H -1.6666 7.1710 -0.4469
C 1.3545 -2.1327 0.6196
H -0.6840 8.2069 0.5911
H -0.1031 -3.1714 -0.6183
O 0.3562 6.7130 -0.3210
O 4.1959 -2.5314 1.8731
C -2.6923 0.5602 -2.1110
H 0.2964 -0.1616 -0.8902
H -0.4942 -1.1357 -2.1274
H -2.1796 1.0814 -0.0619
C 4.4376 -2.6379 3.0628
F 1.3385 -4.8305 6.8981
O -0.4201 -5.9572 2.3882
C 0.5392 -2.2932 -0.6740
H 1.5445 -1.0795 0.8213
N 5.6915 -2.4337 3.5764
H 5.9112 -2.5162 4.5498
F -1.3363 -4.8562 4.7922
H 1.0655 5.7339 -1.9216
H -2.1509 -1.9265 -0.3998
H -3.5766 0.0402 -2.4855
H -0.6566 2.1016 -2.1922
C -0.0640 4.3199 -0.7158
C -1.6160 -0.9804 -0.2965
H -3.5767 2.5116 -1.7447
N 3.4750 -2.9644 3.9769
F 0.2575 -6.2879 5.1550
H 6.4169 -2.1923 2.9288
H 2.3192 -2.6259 0.4970
H -1.1210 6.5837 1.1360
C -0.4514 1.1128 -5.8463
H -3.1377 2.1535 -3.4300
H 0.1051 -0.6239 -6.8810
H 1.2410 -2.4701 -1.4894
O 0.6620 -4.5457 3.8028
C 0.7116 -2.7642 1.8347
H -1.3458 3.4517 -3.0815
F 1.0633 -3.0046 5.7055
N 0.2660 -0.0266 -6.0933
C -0.8360 7.1800 0.2637
C 0.4557 -4.1338 6.1473
H -1.9722 2.2272 -6.6053
H -0.6745 5.9919 -1.9554
H -2.1727 4.5336 -1.1531
C -2.5219 0.2156 -0.6259
H 3.6383 -3.0559 4.9609
H 0.6986 3.6299 -1.0743
C 0.2206 -4.9725 2.5631
N -1.4299 1.3988 -6.7602
O 0.7283 -4.1980 1.6223
H -1.8535 0.2087 -2.7082
*
```

Output
HOMO energy   -9.37 eV
SMILES   COCCCCCCCCCCCCOC(=O)OC(F)(F)C(F)F.NC(N)=O.NC(N)=O
LUMO energy   0.6275 eV

Density functional theory data (ωB97M-V/def2-TZVPD) for C15H43FHfN3O6 as an isolated structure in a non-equilibrium geometry.

Structure (ORCA input):
```
! RIJCOSX wB97M-V def2-TZVPD def2/J DEFGRID3
* xyz 3 1
H -0.5597 4.3391 2.1004
H 4.6174 0.1295 -2.6102
H -1.3365 -3.8978 -0.9528
C -1.5264 -6.0177 1.5249
H -2.6944 0.1244 -0.5418
H -1.6981 -5.3300 3.3190
C 4.5958 0.1617 -1.5208
H -2.8905 -5.1944 0.1585
C 3.0467 0.4944 0.1745
H -2.9019 -0.0537 4.2261
H 2.4583 0.3887 -4.3977
C 2.0252 2.8177 0.1400
H 4.8987 -0.8219 -1.1573
H -1.5815 -6.1618 -0.5825
H 0.9326 0.8958 0.0433
H 2.5079 2.0563 -5.9894
H -0.7705 -0.7385 5.2300
O -1.1782 -4.1150 -0.0209
C -1.3040 3.8485 2.7213
H -0.9058 0.9104 5.5935
C -1.8147 -5.3909 0.1506
H -2.3931 2.3438 4.4846
H -2.2051 -6.8102 1.8255
O 3.2179 0.4647 -1.2329
H 1.7682 -0.9557 -5.3605
H 0.7445 1.9218 2.0326
H -0.5377 1.4317 -3.4963
O -1.1775 2.4331 2.7696
H 1.2252 2.0620 -7.2198
H -1.1574 0.3218 2.0456
H 2.1080 -0.8542 -2.2896
O -1.5144 -4.9132 2.4595
Hf -0.8313 -2.6469 1.9877
H -0.4988 -6.3660 1.3915
C 1.8140 1.3397 0.5124
H 5.1796 0.9872 -1.1145
O 0.9209 0.8653 -5.5831
O -4.0413 0.2892 1.0292
H 2.2990 1.8097 2.4192
H 0.2122 0.4553 4.3250
H -0.2780 -0.9139 -3.9422
H -4.4140 0.4422 -0.9876
H -4.6970 0.9180 1.3499
C -2.2309 1.8587 3.5200
H 1.1569 3.4682 0.2177
H 0.9832 1.5587 -2.7238
H -2.6324 -0.1688 2.1216
H 3.0869 -0.4832 0.6631
H -3.2913 1.7018 -0.3419
C -1.9805 0.3694 3.8256
C 0.1324 0.8815 -2.8282
H 2.2295 2.7637 -0.9377
N 1.5456 1.2997 1.9589
C 1.5315 -0.0986 -4.7255
C -0.7706 0.2422 4.7403
F -0.4187 -1.4151 0.1603
H -1.1536 4.2182 3.7396
H 0.6801 -1.2244 -1.6810
H -3.1516 1.9932 2.9480
N -1.7055 -0.3938 2.5451
C 1.7820 1.4343 -6.5290
C 0.5954 -0.3843 -3.5466
H 2.3130 0.6649 -7.0996
H 2.8775 3.3052 0.6125
H -0.3680 0.7291 -1.8747
C -3.6110 0.6587 -0.2866
N 1.2033 -1.2611 -2.5559
H 3.8340 1.0714 0.6787
H -2.3015 4.1404 2.3851
*
```

Output
HOMO energy   -16.00 eV
LUMO energy   -13.8738 eV

Density functional theory data (ωB97M-V/def2-TZVPD) for an isolated ion of composition C10H15N2O3 and charge +1 in a non-equilibrium geometry.

Structure (ORCA input):
```
! RIJCOSX wB97M-V def2-TZVPD def2/J DEFGRID3
* xyz 1 1
H 2.3442 -1.2092 2.2256
H 0.5845 -0.1724 -1.3390
N -3.8923 1.0261 0.9256
C -1.2911 -1.7910 -2.1780
O -0.7047 -2.8966 -1.6494
H -3.5551 -0.9569 -0.8217
H 1.1137 -1.6787 1.0244
O -1.6054 -1.7157 -3.3361
H 0.8832 1.8517 1.5248
C -0.3452 0.1035 -0.8671
H -1.6622 2.1206 1.2397
C 2.9322 -0.6765 0.2591
H -4.4688 0.2054 1.0780
H -0.2541 -2.6250 -0.8364
H 0.5580 3.0074 0.2618
H 2.0847 1.2064 -1.1971
C -1.4785 -0.6550 -1.1862
C -0.4067 1.1031 0.0221
H 3.9945 -0.9255 0.3406
C 2.1341 1.5520 -0.1630
H -3.6928 1.4503 1.8263
N -1.6161 1.3517 0.5802
O 2.8025 0.6735 0.7149
C -2.7193 0.6560 0.3050
H 2.5877 -2.6223 1.1570
C 0.7666 1.9463 0.4384
H 2.7197 2.4761 -0.1832
H 2.6662 -0.8204 -0.7922
C 2.1904 -1.6074 1.2235
C -2.6699 -0.3777 -0.5977
*
```

Output
HOMO energy   -13.19 eV
SMILES   CCOCCc1cc(C(=O)O)cc(N)[nH+]1
LUMO energy   -4.4781 eV

Question: Which formula does entry 1 have?
Answer: C18H36F4N4O6